This record from OMol25 describes a molecular structure, C15H23N3OPmS in a non-equilibrium geometry. The level of theory is ωB97M-V/def2-TZVPD.

Its expectation value of S² is 6.01. The spin multiplicity is 5. The value obtained for the HOMO energy (spin up / spin down) is -11.19 / -11.17 eV. The charge is +1.

The geometry in XYZ format:
```
44
C15H23N3OPmS ωB97M-V/def2-TZVPD
Pm -0.059 -0.080 0.206
C -0.141 3.268 -0.394
N -0.171 2.376 0.777
C -1.316 2.739 1.631
C 1.093 2.523 1.542
C 1.214 1.526 2.682
C 1.825 1.953 3.857
C 2.014 1.065 4.909
C 1.585 -0.250 4.791
C 0.960 -0.654 3.615
C 0.751 0.208 2.532
H -0.086 4.315 -0.078
H -1.049 3.133 -0.984
H 0.726 3.040 -1.011
H -1.263 3.801 1.896
H -1.297 2.152 2.548
H -2.249 2.548 1.102
H 1.171 3.542 1.939
H 1.917 2.390 0.833
H 2.156 2.980 3.962
H 2.496 1.399 5.819
H 1.736 -0.948 5.604
H 0.624 -1.689 3.555
S -2.873 -0.470 0.334
C -3.111 -0.851 2.028
N -4.253 -1.450 2.349
C -4.636 -1.832 3.709
C -3.968 -0.889 4.689
C -2.476 -0.875 4.416
N -2.250 -0.566 3.000
H -4.884 -1.621 1.583
H -4.331 -2.864 3.895
H -5.721 -1.784 3.776
H -4.158 -1.213 5.711
H -4.375 0.117 4.570
H -2.026 -1.841 4.655
H -1.963 -0.116 5.003
H -1.352 -0.135 2.773
C 0.754 0.069 -3.589
C 0.435 -0.012 -2.158
O 1.290 0.482 -1.336
H 1.753 0.450 -3.810
H -0.006 0.715 -4.044
H 0.593 -0.909 -4.048
```

This record from OMol25 describes C15H23NO4S in the gas phase. The level of theory is ωB97M-V/def2-TZVPD.

The spin multiplicity is 1. The value obtained for the HOMO energy is -8.68 eV. The SMILES is COc1ccc(C(C)C)cc1S(=O)(=O)NC[C@@H]1CCCO1. Its energy above the lowest of the compared OMol25 structures with the same formula, charge and spin is 136.33 kJ/mol.

The geometry in XYZ format:
```
44
C15H23NO4S ωB97M-V/def2-TZVPD
C -0.115 -3.782 -0.004
O 0.111 -2.394 -0.124
C -0.955 -1.561 -0.109
C -2.280 -1.937 0.098
C -3.280 -0.979 0.110
C -3.007 0.371 -0.078
C -4.102 1.409 -0.065
C -4.813 1.436 1.290
C -5.099 1.160 -1.198
C -1.683 0.737 -0.289
C -0.684 -0.209 -0.305
S 1.004 0.280 -0.623
O 1.473 -0.415 -1.790
O 1.059 1.717 -0.633
N 1.773 -0.277 0.747
C 2.600 0.625 1.510
C 4.116 0.521 1.156
C 4.613 1.642 0.237
C 4.367 1.056 -1.151
C 4.589 -0.439 -0.920
O 4.382 -0.689 0.469
H -0.553 -4.033 0.967
H 0.866 -4.246 -0.088
H -0.760 -4.154 -0.805
H -2.543 -2.971 0.250
H -4.297 -1.303 0.271
H -3.637 2.387 -0.227
H -5.320 0.494 1.481
H -4.096 1.609 2.089
H -5.552 2.233 1.309
H -5.612 0.211 -1.061
H -5.844 1.952 -1.223
H -4.585 1.138 -2.156
H -1.399 1.766 -0.449
H 2.243 -1.154 0.564
H 2.227 1.630 1.313
H 2.457 0.393 2.571
H 4.684 0.490 2.094
H 5.681 1.803 0.400
H 4.083 2.576 0.400
H 3.339 1.238 -1.460
H 5.041 1.456 -1.905
H 5.617 -0.739 -1.160
H 3.891 -1.045 -1.504
```

This record from OMol25 describes C15H23NOS in the gas phase. The level of theory is ωB97M-V/def2-TZVPD.

The spin multiplicity is 1. The value obtained for the HOMO energy is -7.93 eV. The SMILES is CCCCCc1ccc(C(=O)CCCC)c(=S)[nH]1. Its energy above the lowest of the compared OMol25 structures with the same formula, charge and spin is 44.62 kJ/mol.

The geometry in XYZ format:
```
41
C15H23NOS ωB97M-V/def2-TZVPD
C 2.448 -1.164 5.485
C 2.830 -2.444 4.752
C 3.306 -2.200 3.319
C 2.197 -1.697 2.399
C 2.693 -1.560 0.951
C 1.602 -1.046 0.071
C 0.804 -1.839 -0.713
C -0.213 -1.233 -1.460
C -0.438 0.127 -1.452
C -1.556 0.601 -2.324
O -2.361 -0.207 -2.737
C -1.603 2.057 -2.687
C -2.689 2.381 -3.709
C -4.087 2.376 -3.093
C -5.154 2.725 -4.122
C 0.396 0.949 -0.629
S 0.359 2.588 -0.389
N 1.364 0.278 0.088
H 3.273 -0.455 5.468
H 1.578 -0.694 5.034
H 2.209 -1.384 6.523
H 3.634 -2.938 5.301
H 1.975 -3.124 4.737
H 4.124 -1.477 3.331
H 3.699 -3.137 2.916
H 1.836 -0.728 2.748
H 1.357 -2.394 2.423
H 3.027 -2.533 0.590
H 3.544 -0.874 0.928
H 0.958 -2.904 -0.754
H -0.859 -1.839 -2.080
H -1.765 2.629 -1.769
H -0.617 2.346 -3.061
H -2.652 1.645 -4.515
H -2.488 3.365 -4.138
H -4.290 1.387 -2.681
H -4.122 3.098 -2.273
H -4.973 3.713 -4.542
H -5.148 2.002 -4.935
H -6.141 2.722 -3.667
H 1.942 0.882 0.665
```

This record from OMol25 describes a molecular structure, C15H24AgAsIN3S. The level of theory is ωB97M-V/def2-TZVPD.

The spin multiplicity is 1. The value obtained for the HOMO energy is -7.09 eV. Its energy above the lowest of the compared OMol25 structures with the same formula, charge and spin is 26.47 kJ/mol.

The geometry in XYZ format:
```
46
C15H24AgAsIN3S ωB97M-V/def2-TZVPD
Ag -1.411 0.484 -0.598
C 3.901 1.552 -0.348
N 2.934 2.633 -0.322
C 3.231 3.976 -0.416
C 2.078 4.645 -0.345
N 1.048 3.708 -0.205
C 1.595 2.439 -0.194
S 0.977 0.882 -0.036
C -0.327 4.103 -0.088
C -0.659 5.456 -0.127
C -1.991 5.803 0.006
C -2.942 4.811 0.169
C -2.508 3.499 0.180
N -1.223 3.153 0.055
H 4.892 1.987 -0.452
H 3.696 0.884 -1.182
H 3.843 0.973 0.571
H 4.237 4.340 -0.523
H 1.914 5.702 -0.381
H 0.075 6.233 -0.260
H -2.275 6.847 -0.022
H -3.993 5.040 0.272
H -3.210 2.676 0.270
I -4.003 0.021 -0.850
C -1.134 -4.358 -2.335
C -1.482 -4.160 -0.861
As -0.778 -2.455 -0.203
C -1.476 -2.475 1.634
C -1.359 -3.759 2.451
C 1.133 -2.900 0.059
C 1.527 -4.351 0.331
H -1.538 -5.299 -2.713
H -0.052 -4.377 -2.491
H -1.540 -3.547 -2.940
H -1.114 -4.988 -0.253
H -2.564 -4.104 -0.726
H -2.522 -2.186 1.520
H -0.986 -1.644 2.146
H -1.811 -4.606 1.933
H -1.872 -3.651 3.409
H -0.320 -4.011 2.665
H 1.478 -2.240 0.858
H 1.622 -2.549 -0.851
H 1.131 -4.714 1.279
H 2.615 -4.453 0.368
H 1.165 -5.017 -0.454
```

This record from OMol25 describes a molecular structure, C15H24BCl4InN3O2 in a non-equilibrium geometry. The level of theory is ωB97M-V/def2-TZVPD.

The spin multiplicity is 1. The value obtained for the HOMO energy is -5.19 eV. Its energy above the lowest of the compared OMol25 structures with the same formula, charge and spin is 206.48 kJ/mol. The charge is -1.

The geometry in XYZ format:
```
50
C15H24BCl4InN3O2 ωB97M-V/def2-TZVPD
C -0.356 -3.084 2.288
C -0.181 -2.168 1.015
Cl -0.382 -2.995 -0.564
C 0.101 -0.839 1.046
Cl 0.342 -0.108 2.721
In 0.313 0.588 -0.696
C -0.302 -0.231 -2.695
C -1.819 -0.656 -2.821
C -2.842 0.290 -2.082
C -3.161 -0.275 -0.642
N -4.487 0.244 -0.112
C -4.812 -0.645 1.034
N -6.020 -1.058 1.163
N -3.843 -1.073 2.014
B -0.695 2.543 -0.098
O -0.649 3.712 -0.889
O -1.399 2.669 1.143
C 2.537 1.069 -0.880
C 3.041 2.118 0.026
C 4.445 2.587 0.018
C 5.329 1.938 -0.966
C 4.851 0.864 -1.852
C 3.446 0.409 -1.828
H -0.687 -2.498 3.184
H -1.154 -3.866 2.125
H 0.642 -3.582 2.455
H 0.313 -1.159 -2.908
H 0.005 0.505 -3.497
H -2.078 -0.599 -3.926
H -2.023 -1.724 -2.534
H -2.568 1.376 -2.094
H -3.818 0.213 -2.653
H -2.385 -0.026 0.123
H -3.315 -1.386 -0.773
H -4.213 1.129 0.352
H -6.538 -0.619 0.391
H -3.087 -0.401 2.142
H -3.489 -2.007 1.808
H -0.547 3.492 -1.827
H -1.432 1.757 1.477
H 2.334 2.589 0.761
H 4.805 3.404 0.687
H 6.392 2.296 -1.017
H 5.535 0.380 -2.600
H 3.054 -0.398 -2.487
C 4.075 -0.868 2.978
Cl 4.642 -0.408 1.373
Cl 4.644 -2.485 3.431
H 4.447 -0.149 3.703
H 2.987 -0.865 2.980
```